## one
52
Properties=species:S:1:pos:R:3:mulliken_charge:R:1 method="wB97M-V/def2-TZVPD" homo_energy_ev=-9.7 spin_multiplicity=1 homo_lumo_gap_ev=9.73
C -1.64500 2.29020 -1.16503 -0.438
N -1.43195 2.40598 0.18174 -0.007
C -0.94423 0.06721 1.12553 -0.712
C -0.49226 1.57678 0.93384 -0.107
C 0.95967 1.43371 0.01486 -0.643
O 1.76774 0.67050 0.84583 -0.587
O -1.28713 1.36753 -1.80938 -0.569
H -2.16597 3.14152 -1.57516 0.472
H -2.00665 3.12607 0.71257 0.290
H -1.65880 -0.16783 1.90704 0.211
H 0.00916 -0.46122 1.36741 0.205
H -1.18281 -0.28978 0.20204 0.038
H -0.26843 2.13132 1.79148 1.020
H 0.93939 1.01454 -0.89249 0.613
H 1.23434 2.62642 -0.07372 0.005
H 2.66129 0.43707 0.57480 0.509
H 1.19332 2.92006 3.48822 0.399
H 0.08766 2.41344 4.31733 0.330
O 0.36164 3.27573 3.88467 -0.733
H 0.62294 -0.89706 -2.66771 0.273
H 0.19453 0.45613 -2.37397 0.330
O 0.95948 -0.04370 -2.56999 -0.579
H -4.15888 -2.04387 0.59995 0.423
H -3.73757 -3.56753 0.49713 0.231
O -3.75438 -2.79985 0.03928 -0.677
H -2.91262 -0.01822 -0.59828 0.147
H -4.07972 -0.37609 -1.20055 0.334
O -3.78553 0.41384 -0.74268 -0.624
H 2.96152 0.48472 -2.26264 0.372
H 2.63476 1.70777 -1.51798 0.349
O 3.28342 1.26998 -1.91420 -0.728
H -4.41849 -0.22659 1.36814 0.359
H -4.10642 -0.98851 2.71409 0.288
O -4.49700 -1.03173 1.86529 -0.676
H -0.49267 -2.74319 -2.42999 0.528
H -0.01390 -3.28071 -3.79729 0.282
O -0.04210 -2.49426 -3.25264 -0.711
H 2.61869 -2.40770 -1.30529 0.348
H 3.08118 -3.34769 -0.04506 0.370
O 3.37533 -2.51208 -0.70678 -0.722
H 3.85947 -1.14157 -0.14287 0.439
H 4.26622 0.24119 -0.68535 0.361
O 4.03254 -0.10214 0.15945 -0.807
H 1.54067 -2.34365 1.51400 0.275
H 1.35648 -1.45709 0.43273 0.287
O 1.05924 -2.31292 0.75511 -0.654
H 3.21395 2.46983 2.94669 0.296
H 2.03919 1.72012 2.37086 0.450
O 2.50936 1.94601 3.19156 -0.755
H -0.53697 -3.02739 -0.49303 0.274
H -2.12484 -2.75545 -0.71488 0.345
O -1.21952 -2.94670 -1.08996 -0.724


## two
52
Properties=species:S:1:pos:R:3:mulliken_charge:R:1 method="wB97M-V/def2-TZVPD" homo_energy_ev=-9.6 spin_multiplicity=1 homo_lumo_gap_ev=9.66
C -1.66421 0.46469 2.16489 -1.338
C -1.62419 0.69941 0.58470 0.233
C -2.37441 -0.37345 -0.11684 0.368
C -2.39963 -0.03239 -1.56868 0.475
O -3.39230 0.83677 -1.82721 -0.478
O -1.48942 -0.18789 -2.33028 -0.622
N -0.20440 0.67141 0.11110 0.064
H -1.14250 -0.57302 2.36846 0.169
H -1.15083 1.16308 2.72280 0.462
H -2.78055 0.47612 2.54090 0.340
H -2.24281 1.61985 0.41199 0.353
H -3.38219 -0.35451 0.24769 0.794
H -1.96981 -1.40337 -0.06936 -0.941
H -3.59304 0.85364 -2.82834 0.404
H 0.49990 1.06899 0.83939 0.197
H 0.29394 -0.26767 0.04009 -0.275
H 3.01086 1.57631 1.99066 0.403
H 2.53749 2.67831 2.96587 0.292
O 2.28768 2.25784 2.19314 -0.623
H 5.34918 2.29458 -1.01196 0.292
H 4.37122 1.89814 -2.13804 0.291
O 4.63977 1.65404 -1.27990 -0.584
H 3.33472 -0.55259 1.00087 0.292
H 4.31002 0.63356 0.66168 0.374
O 3.79984 0.18689 1.44986 -0.749
H 1.97076 -0.69500 -2.25424 0.230
H 0.84590 -1.33563 -1.38650 0.381
O 1.81234 -1.19127 -1.51172 -0.609
H -0.85423 -1.66766 -2.03977 0.376
H -0.02047 -2.99550 -2.59952 0.261
O -0.38711 -2.53195 -1.76766 -0.687
H -3.11764 -3.00834 1.10195 0.343
H -2.31047 -3.49096 2.38267 0.295
O -3.13507 -3.06515 2.07724 -0.622
H 3.69610 -3.84007 -0.48375 0.304
H 2.56333 -2.62772 -0.70496 0.346
O 2.72699 -3.52117 -0.42285 -0.676
H 0.71130 -2.79403 1.41084 0.267
H 2.12831 -2.87718 1.64419 0.335
O 1.31928 -2.44253 2.03719 -0.613
H -0.64418 2.72174 -0.85902 0.297
H -1.35494 3.96864 -0.05583 0.301
O -1.25348 3.53768 -0.91236 -0.639
H -1.72628 -3.18202 -0.76523 0.311
H -2.22792 -4.61555 -0.55728 0.227
O -2.17244 -3.77700 -0.25202 -0.582
H 1.09213 3.80062 -2.53518 0.314
H 1.50530 2.46995 -1.87255 0.285
O 1.65575 3.01557 -2.56432 -0.629
H -0.30747 3.88860 3.47392 0.294
H -1.92400 3.91802 2.97326 0.309
O -1.12004 4.22831 3.38865 -0.611


On energetic grounds, two is preferred over the next structure by 6.6 kcal/mol.


## one
11
Properties=species:S:1:pos:R:3:mulliken_charge:R:1 method="wB97M-V/def2-TZVPD" homo_energy_ev=-8.5 smiles=Nc1n[nH]cc1Cl spin_multiplicity=1 homo_lumo_gap_ev=9.41
N -0.89097 -1.45829 1.08483 -0.493
C -0.32180 -0.64570 0.14663 0.395
N -0.16703 -0.84509 -1.15079 -0.819
N 0.43406 0.27021 -1.61764 0.318
C 0.57208 1.22329 -0.70613 -0.484
C 0.18451 0.67291 0.45763 0.347
Cl 0.05552 1.46733 2.00101 -0.243
H -0.80658 -0.90944 2.02047 0.198
H -0.68147 -2.43768 1.28010 0.264
H 0.66752 0.39673 -2.53686 0.171
H 0.95414 2.26572 -0.97924 0.345


## two
11
Properties=species:S:1:pos:R:3:mulliken_charge:R:1 method="wB97M-V/def2-TZVPD" homo_energy_ev=-7.4 spin_multiplicity=1 homo_lumo_gap_ev=7.99
C -0.24025 1.48164 0.07746 0.001
C -0.99339 -0.65060 0.49921 0.070
C 1.37384 -0.19428 -0.05695 -0.334
N -1.13086 0.56512 0.22036 -0.322
N 1.08477 1.08884 -0.07770 -0.027
N -1.44298 -1.75122 -0.04041 -0.313
Cl 3.08024 -0.45464 -0.06325 -0.185
H -0.49070 2.52458 0.11160 0.409
H 1.78157 1.83497 -0.11200 0.238
H -1.34901 -2.61395 0.46992 0.254
H -1.67324 -1.83048 -1.02825 0.209


On energetic grounds, one is preferred over the next structure by 62.4 kcal/mol.


## one
16
Properties=species:S:1:pos:R:3:mulliken_charge:R:1 method="wB97M-V/def2-TZVPD" homo_energy_ev=-9.7 smiles=F[C@@H]1CN[C@H]2CO[C@@H]12 spin_multiplicity=1 homo_lumo_gap_ev=10.65
F -1.76684 -1.67664 0.58434 -0.359
C -1.11276 -0.42349 0.10926 0.127
C -0.47021 -0.83446 -1.20817 -0.745
N 0.57135 0.04743 -1.62982 -0.482
C 1.19524 0.25413 -0.27161 -0.131
C 1.36752 1.54167 0.33863 -0.525
O 0.33858 1.32992 1.44534 -0.469
C 0.10911 -0.03756 0.77786 0.100
H -1.76607 0.36069 -0.11904 0.359
H -1.26713 -1.02995 -2.07077 0.361
H 0.09607 -1.83616 -1.21795 0.289
H 0.10244 0.90626 -2.15848 0.325
H 1.97421 -0.45163 -0.22511 0.366
H 0.98634 2.30205 -0.41914 0.217
H 2.27515 1.79105 0.81447 0.275
H 0.25913 -0.92574 1.50717 0.292


## two
16
Properties=species:S:1:pos:R:3:mulliken_charge:R:1 method="wB97M-V/def2-TZVPD" homo_energy_ev=-9.7 smiles="C[C@@H]1C[C@H](F)C=NO1" spin_multiplicity=1 homo_lumo_gap_ev=10.61
C 0.86307 0.70180 -1.60239 -1.175
C -0.54898 0.67742 -0.98260 0.043
C -0.58238 1.11526 0.47957 -0.737
C 0.16118 0.11408 1.33158 0.241
F 1.53219 0.38363 1.37024 -0.313
C -0.03666 -1.26435 0.78916 -0.172
N -0.65215 -1.60800 -0.28049 -0.389
O -1.14221 -0.62547 -1.10330 -0.253
H 1.55166 0.05291 -1.05353 0.267
H 0.82500 0.37317 -2.65153 0.338
H 1.23829 1.72561 -1.55605 0.352
H -1.22418 1.30427 -1.56790 0.425
H -1.62307 1.11210 0.81723 0.351
H -0.16038 2.12213 0.64494 0.341
H -0.18540 0.17025 2.37067 0.300
H 0.35364 -2.11862 1.36198 0.380


On energetic grounds, two is preferred over the next structure by 35.5 kcal/mol.